Entry 1:
{
  "formula": "C37H55N4O2PSSbTi",
  "method": "ωB97M-V/def2-TZVPD",
  "symbols": ["Ti", "C", "C", "C", "C", "C", "H", "H", "H", "H", "H", "C", "C", "C", "P", "C", "C", "C", "C", "C", "C", "C", "C", "C", "C", "N", "C", "C", "C", "C", "C", "C", "C", "C", "C", "H", "H", "H", "H", "H", "H", "H", "H", "H", "H", "H", "H", "H", "H", "H", "H", "H", "H", "H", "H", "H", "H", "H", "H", "H", "H", "H", "H", "H", "H", "H", "C", "C", "Sb", "C", "C", "C", "C", "H", "H", "H", "H", "H", "H", "H", "H", "H", "H", "H", "H", "H", "H", "H", "O", "N", "O", "S", "C", "N", "C", "C", "C", "N", "H", "H", "H", "H"],
  "xyz": [[0.56935, -0.54824, -0.08609], [1.82848, -0.16488, 2.12464], [0.45372, -0.58176, 2.08387], [0.44310, -1.91406, 2.61466], [1.73805, -2.29331, 2.89989], [2.59384, -1.21883, 2.59848], [2.20983, 0.83060, 1.94591], [-0.36821, 0.11421, 2.26991], [-0.44746, -2.48461, 2.83165], [2.05383, -3.24990, 3.27755], [3.65848, -1.19621, 2.74197], [-0.45381, -5.43476, -2.09783], [0.09943, -4.01508, -2.05087], [1.61925, -4.08144, -1.93570], [-0.58862, -2.87765, -0.69597], [-1.82579, -3.92619, 0.26462], [-2.77037, -2.98722, 1.01142], [-1.10023, -4.87430, 1.22115], [-1.80612, -1.94772, -1.70141], [-2.66113, -2.60005, -2.58542], [-3.68251, -1.94333, -3.24958], [-4.63105, -2.65459, -4.16463], [-3.82839, -0.57839, -3.02180], [-2.97373, 0.10240, -2.18858], [-1.93819, -0.55740, -1.49365], [-1.11253, 0.11273, -0.62506], [-1.43698, 1.48432, -0.47483], [-0.91136, 2.44449, -1.35033], [0.11094, 2.07770, -2.38494], [-1.40626, 3.74158, -1.30399], [-2.41242, 4.10832, -0.42531], [-3.01221, 5.48098, -0.44144], [-2.91440, 3.14855, 0.44534], [-2.45225, 1.84384, 0.42843], [-3.08939, 0.79975, 1.29607], [-0.07926, -5.93022, -2.99248], [-1.53887, -5.46652, -2.13364], [-0.11033, -5.99837, -1.23531], [-0.15187, -3.49386, -2.98496], [1.92016, -4.54006, -0.99504], [2.03563, -3.07777, -1.97520], [2.03773, -4.66447, -2.75453], [-2.43181, -4.50325, -0.44049], [-2.22782, -2.35228, 1.70860], [-3.50336, -3.56425, 1.57233], [-3.30657, -2.35078, 0.30923], [-1.72819, -5.09805, 2.08459], [-0.17152, -4.42974, 1.57709], [-0.85464, -5.81469, 0.73403], [-2.53419, -3.65889, -2.75882], [-4.38831, -3.71099, -4.23366], [-4.59600, -2.22535, -5.16500], [-5.65055, -2.54636, -3.79574], [-4.62802, -0.03800, -3.50771], [-3.11704, 1.16509, -2.05874], [1.11322, 2.11763, -1.94977], [0.08465, 2.77665, -3.21901], [-0.06057, 1.06458, -2.76204], [-1.03601, 4.46086, -2.02085], [-2.45737, 6.14569, -1.09859], [-3.02139, 5.90139, 0.56257], [-4.04358, 5.43257, -0.79236], [-3.72355, 3.41967, 1.10915], [-3.87983, 1.23118, 1.90429], [-2.35465, 0.34366, 1.95903], [-3.51664, 0.01220, 0.67477], [-1.53879, 4.95958, 3.40008], [-0.38633, 5.08766, 2.42252], [0.47721, 3.11786, 1.92305], [1.65980, 3.02238, 3.79555], [1.08874, 2.04812, 4.81173], [2.16092, 3.88457, 0.72709], [2.78632, 5.15832, 1.26017], [-1.97321, 5.93573, 3.62065], [-1.20234, 4.52113, 4.33602], [-2.32473, 4.32560, 2.99230], [0.38965, 5.72177, 2.84700], [-0.73076, 5.55130, 1.49936], [1.70292, 4.02548, 4.22032], [2.67436, 2.72424, 3.52777], [0.06613, 2.31576, 5.07967], [1.68771, 2.05848, 5.72372], [1.08986, 1.03328, 4.41945], [1.80798, 4.01490, -0.29588], [2.89464, 3.07880, 0.72320], [2.08392, 5.98757, 1.20746], [3.67657, 5.43011, 0.68902], [3.08179, 5.01755, 2.29823], [1.30951, -0.95433, -1.69594], [2.26328, -0.06791, -1.36974], [1.78712, 0.71810, -0.40223], [3.52909, -2.58180, 0.27763], [4.77584, -2.35770, -0.77631], [4.56844, -1.55016, -1.89081], [5.44218, -1.52993, -2.90293], [6.62043, -2.21434, -2.80026], [6.86636, -2.85299, -1.55791], [5.98502, -2.92834, -0.61103], [3.72080, -0.95899, -1.86378], [5.16370, -0.96277, -3.77915], [7.33587, -2.23107, -3.60214], [7.82568, -3.31479, -1.35381]],
  "mulliken_spin": [0.07, -0.02, 0.01, 0.03, -0.01, 0.04, -0.01, 0.00, 0.00, 0.00, 0.00, 0.00, 0.00, 0.01, 0.00, 0.01, 0.00, 0.00, 0.00, 0.00, 0.00, 0.00, 0.00, 0.00, 0.01, 0.00, -0.01, -0.01, 0.03, 0.00, 0.00, 0.00, 0.00, 0.01, 0.00, 0.00, 0.00, 0.00, 0.00, 0.00, -0.01, 0.00, 0.00, 0.00, 0.00, 0.00, 0.00, 0.00, 0.00, 0.00, 0.00, 0.00, 0.00, 0.00, 0.00, -0.01, 0.00, 0.01, 0.00, 0.00, 0.00, 0.00, 0.00, 0.00, 0.00, 0.00, 0.00, 0.00, 0.00, 0.00, 0.00, 0.00, 0.00, 0.00, 0.00, 0.00, 0.00, 0.00, 0.00, 0.00, 0.00, 0.00, 0.00, 0.00, 0.00, 0.00, 0.00, 0.00, 0.10, 0.65, 0.08, 0.01, 0.00, 0.01, 0.00, 0.00, 0.00, 0.00, 0.02, 0.00, 0.00, 0.00],
  "de_lowest_kj_mol": 123.2,
  "mol_weight_g_mol": 820.54,
  "gap_ev": [7.015, 6.911],
  "energy_ev": -99090.6638,
  "multiplicity": 2,
  "lumo_energy_ev": [-0.030, -0.368]
}


Entry 2:
{
  "formula": "C5H5NO",
  "method": "ωB97M-V/def2-TZVPD",
  "symbols": ["C", "C", "C", "C", "C", "N", "O", "H", "H", "H", "H", "H"],
  "xyz": [[-2.62423, 1.53489, -0.34369], [-1.67229, 0.80822, -0.31452], [0.21606, -1.15990, -0.64630], [1.40704, -0.92242, 0.22116], [0.84991, 0.39057, 0.65218], [-0.39289, -0.18243, 0.18513], [-0.03356, -1.80647, -1.60364], [-3.53344, 1.97772, -0.51944], [1.52098, -1.74563, 0.87188], [2.44552, -0.87233, -0.27197], [0.76656, 0.65709, 1.79306], [1.05034, 1.32067, -0.02385]],
  "mulliken_charge": [-0.05, -0.55, 0.48, -0.51, -0.27, 0.03, -0.53, 0.45, 0.23, 0.26, 0.22, 0.25],
  "de_lowest_kj_mol": 453.4,
  "mol_weight_g_mol": 95.10,
  "gap_ev": 10.645,
  "energy_ev": -8798.7202,
  "lumo_energy_ev": 0.754
}


Entry 3:
{
  "formula": "C18H19BCuN6",
  "method": "ωB97M-V/def2-TZVPD",
  "symbols": ["H", "N", "B", "N", "C", "Cu", "H", "C", "H", "C", "H", "C", "H", "H", "H", "N", "N", "N", "N", "C", "C", "H", "H", "C", "C", "C", "C", "H", "H", "H", "H", "H", "C", "C", "C", "C", "C", "C", "C", "C", "H", "H", "H", "H", "H"],
  "xyz": [[0.77190, -0.46964, 2.57583], [1.39783, -0.39335, 0.58109], [2.56784, -0.74194, -1.62610], [2.48308, -0.94812, -0.09276], [3.30643, -1.56425, 0.78538], [-0.17536, 0.91826, -0.41721], [4.22852, -2.00454, 0.44188], [2.74012, -1.44210, 2.05942], [3.12776, -1.81069, 2.98600], [1.54004, -0.72425, 1.86902], [3.56571, -1.19982, -2.11064], [-1.46671, 2.30533, -0.73087], [-2.07733, 2.30185, 0.15523], [-2.04406, 1.89658, -1.59640], [-0.96689, 3.16091, -1.14831], [2.40650, 0.81393, -1.80615], [1.25337, -1.30737, -2.24527], [1.32228, 1.50501, -1.24219], [-0.02697, -0.93832, -1.80107], [3.24052, 1.69576, -2.37309], [1.09323, -2.36387, -3.05729], [4.11374, 1.34157, -2.90387], [1.95179, -2.82430, -3.53759], [2.74818, 2.97770, -2.13705], [-0.26626, -2.63256, -3.17081], [1.58278, 2.82213, -1.39592], [-0.92991, -1.77583, -2.33409], [3.15615, 3.90668, -2.44842], [-0.74548, -3.37971, -3.76745], [0.88187, 3.53612, -0.97210], [-1.94963, -1.61481, -2.05859], [-0.48676, -0.07928, -1.83936], [-1.22400, 0.41725, 1.11950], [-2.05543, 0.11251, 2.01934], [-3.10149, -0.06204, 2.94214], [-3.20184, 0.76827, 4.08199], [-4.29560, 0.66565, 4.94561], [-5.30595, -0.27809, 4.67046], [-5.22005, -1.11692, 3.54133], [-4.12063, -1.00487, 2.68773], [-2.42452, 1.50859, 4.27871], [-4.36370, 1.30126, 5.84219], [-6.15388, -0.37940, 5.35582], [-6.00288, -1.86418, 3.34333], [-4.05237, -1.63635, 1.80149]],
  "mulliken_spin": [0.00, 0.05, -0.01, 0.00, 0.00, 0.42, 0.00, 0.00, 0.00, -0.01, 0.00, 0.40, 0.00, -0.02, -0.04, 0.02, 0.00, 0.02, 0.00, 0.00, 0.00, 0.00, 0.00, 0.00, 0.00, 0.00, 0.00, 0.00, 0.00, 0.00, 0.00, -0.01, 0.08, 0.09, 0.01, 0.00, 0.00, 0.00, 0.00, 0.00, 0.00, 0.00, 0.00, 0.00, 0.00],
  "de_lowest_kj_mol": 207.9,
  "mol_weight_g_mol": 393.75,
  "gap_ev": [5.957, 6.768],
  "energy_ev": -73226.1877,
  "multiplicity": 2,
  "lumo_energy_ev": [-0.349, -0.367]
}


Entry 4:
{
  "formula": "C8H8N2S",
  "method": "ωB97M-V/def2-TZVPD",
  "symbols": ["C", "C", "C", "C", "C", "C", "C", "C", "N", "N", "S", "H", "H", "H", "H", "H", "H", "H", "H"],
  "xyz": [[-0.40813, -2.22028, 1.71013], [0.48719, -1.17447, 1.71945], [-1.32125, -2.28089, 0.62592], [0.54016, -0.34982, 0.56147], [-0.31544, -0.60279, -0.49053], [1.34700, 0.85284, 0.70745], [1.34739, 1.80577, -0.23793], [0.77665, 1.81528, -1.60456], [-1.28098, -1.49204, -0.39655], [-1.88573, 1.32643, -1.49089], [-0.66514, 0.44531, -1.92654], [-0.43008, -3.07550, 2.43930], [1.10817, -1.04124, 2.58719], [-2.03241, -3.00857, 0.57956], [1.70942, 0.79550, 1.70326], [1.80918, 2.76162, -0.13296], [0.36348, 2.76494, -1.79167], [1.53145, 1.32036, -2.40263], [-2.68095, 1.35755, -2.15947]],
  "mulliken_spin": [0.15, -0.06, 0.02, 0.09, 0.31, 0.00, 0.21, 0.10, 0.05, 0.88, 0.15, 0.01, 0.00, 0.00, 0.02, 0.03, 0.01, 0.05, -0.03],
  "de_lowest_kj_mol": 267.2,
  "mol_weight_g_mol": 164.23,
  "gap_ev": [5.174, 5.561],
  "energy_ev": -22234.1749,
  "multiplicity": 3,
  "lumo_energy_ev": [0.509, -2.631]
}


Entry 5:
{
  "formula": "C3H6N3O2",
  "method": "ωB97M-V/def2-TZVPD",
  "symbols": ["C", "C", "C", "N", "N", "N", "O", "O", "H", "H", "H", "H", "H", "H"],
  "xyz": [[1.55145, -2.70747, -0.35389], [0.51232, -2.24369, 0.01565], [1.61001, 1.08436, 0.08326], [-1.79090, -0.73543, 0.60962], [-3.35015, 0.46864, 0.07326], [-2.08079, 0.14358, -0.15317], [-1.35390, 0.81831, -0.95161], [0.54627, 2.02635, 0.30330], [2.63850, -2.70140, -0.26794], [1.67141, 0.16094, 0.71102], [2.52265, 1.52968, 0.46065], [1.67356, 0.78779, -0.95200], [-0.28580, 1.71580, 0.03251], [-3.86463, -0.34747, 0.38932]],
  "mulliken_spin": [-0.03, 0.43, 0.00, 0.98, 0.85, -0.14, -0.05, -0.01, 0.00, 0.00, 0.00, 0.00, 0.00, -0.03],
  "de_lowest_kj_mol": 439.4,
  "mol_weight_g_mol": 116.10,
  "gap_ev": [9.431, 5.248],
  "energy_ev": -11763.5438,
  "multiplicity": 3,
  "lumo_energy_ev": [4.222, 1.164],
  "charge": -1
}


Entry 6:
{
  "formula": "C33H35FN5O6S2Sr",
  "method": "ωB97M-V/def2-TZVPD",
  "symbols": ["Sr", "O", "C", "C", "C", "N", "C", "C", "C", "O", "O", "C", "O", "O", "H", "H", "H", "C", "C", "C", "C", "C", "C", "C", "C", "C", "C", "C", "C", "N", "C", "C", "C", "C", "C", "C", "F", "H", "H", "H", "H", "H", "H", "H", "H", "H", "H", "H", "H", "H", "H", "H", "H", "H", "H", "H", "H", "H", "S", "C", "N", "C", "C", "C", "N", "H", "H", "H", "H", "H", "H", "H", "H", "O", "C", "S", "C", "C", "N", "C", "H", "H", "H"],
  "xyz": [[0.44056, 1.04690, -0.47501], [-3.84962, 1.47322, 4.16903], [-2.84405, 1.34874, 3.26888], [-1.91986, 2.37329, 3.06200], [-0.95732, 2.19316, 2.09280], [-0.87998, 1.04962, 1.41660], [-1.72699, 0.04508, 1.64532], [-2.74907, 0.15421, 2.55683], [-1.37833, -1.21785, 0.84478], [-1.82533, -2.30619, 1.21273], [-0.56718, -0.99749, -0.12992], [0.09321, 3.25900, 1.68419], [0.14575, 4.27725, 2.37482], [0.79330, 2.92652, 0.66260], [-3.81236, 2.35206, 4.55261], [-1.94486, 3.30055, 3.62519], [-3.44606, -0.65923, 2.71356], [-2.83367, -0.74385, -4.30228], [-2.58180, -0.73017, -2.78554], [-3.03960, -2.07070, -2.19543], [-3.25004, 0.45836, -2.09882], [-4.59580, 0.39039, -1.74229], [-5.21944, 1.43601, -1.08142], [-4.49499, 2.57811, -0.76323], [-3.15007, 2.70461, -1.11158], [-2.40337, 3.99197, -0.79116], [-2.92394, 4.70313, 0.46328], [-2.46327, 4.97104, -1.97375], [-2.51290, 1.62960, -1.79122], [-1.14449, 1.72126, -2.13349], [-0.81580, 2.17748, -3.36895], [-1.72882, 2.49682, -4.40927], [-1.31040, 2.96402, -5.64923], [0.03479, 3.16708, -5.93108], [0.96406, 2.89095, -4.92822], [0.53536, 2.42062, -3.71675], [1.49956, 2.19827, -2.75038], [-2.52487, -1.70682, -4.72536], [-2.26811, 0.03773, -4.80732], [-3.90053, -0.59858, -4.51374], [-1.51124, -0.62995, -2.61825], [-4.07020, -2.30494, -2.48954], [-2.98268, -2.07543, -1.10235], [-2.39910, -2.87490, -2.57779], [-5.17377, -0.49405, -1.99732], [-6.26645, 1.36122, -0.80679], [-4.99683, 3.39105, -0.24715], [-1.35753, 3.73621, -0.63452], [-3.89004, 5.18738, 0.27734], [-2.21119, 5.47296, 0.76947], [-3.04071, 4.00653, 1.29415], [-3.50397, 5.25179, -2.17638], [-2.04063, 4.53270, -2.87605], [-1.89979, 5.88075, -1.73579], [-2.78615, 2.36759, -4.20962], [-2.05544, 3.17223, -6.41078], [0.35938, 3.53912, -6.89554], [2.02729, 3.04266, -5.08230], [1.53074, -2.15782, -3.83170], [0.83888, -3.37121, -2.84902], [0.15880, -3.12446, -1.73430], [-0.40592, -4.18366, -0.89613], [0.47905, -5.41092, -0.97368], [0.57525, -5.82192, -2.43182], [1.01273, -4.66838, -3.21695], [-0.03788, -2.17457, -1.41856], [-1.41543, -4.43284, -1.23913], [-0.50708, -3.79106, 0.11208], [0.06839, -6.22326, -0.37234], [1.47944, -5.16407, -0.60370], [-0.40022, -6.17177, -2.77686], [1.29410, -6.62748, -2.56796], [1.54505, -4.79621, -4.05429], [3.13398, -0.16131, -2.14745], [2.02518, -0.41102, -2.05885], [1.56677, -1.66834, 3.44538], [2.18567, -2.51526, 2.08971], [2.38051, -1.65853, 1.05963], [2.05515, -0.33688, 1.32878], [1.62071, -0.20550, 2.55198], [2.36962, -3.57908, 2.13609], [2.76438, -1.92148, 0.08234], [1.32707, 0.73936, 3.00200]],
  "mulliken_charge": [1.45, -0.58, 0.84, -0.65, -0.41, 0.60, -0.72, -0.86, -1.03, -0.81, 2.66, 0.21, -0.82, -0.94, 0.32, 0.45, 0.60, -1.61, 1.99, -1.80, 0.22, -0.63, -1.43, -0.65, 0.89, 1.27, -2.04, -1.53, -0.56, 2.25, -1.12, -0.53, -0.71, -0.77, -0.48, 0.22, -0.33, 0.52, 0.29, 0.28, -0.48, 0.56, 0.27, 0.30, 0.30, 0.34, 0.26, -0.11, 0.49, 0.41, 0.36, 0.30, 0.29, 0.44, 0.49, 0.39, 0.36, 0.43, -0.49, 0.42, 1.34, -0.33, -0.76, -0.75, -0.17, -1.36, 0.24, 0.13, 0.39, 0.30, 0.28, 0.45, 0.23, -0.37, 0.05, -0.22, -0.23, -0.69, -0.13, -0.20, 0.46, 0.45, 0.49],
  "de_lowest_kj_mol": 110.8,
  "mol_weight_g_mol": 768.42,
  "gap_ev": 6.201,
  "energy_ev": -79755.7998,
  "lumo_energy_ev": 2.150,
  "charge": -1
}


Entry 7:
{
  "formula": "C2H4F2NO",
  "method": "ωB97M-V/def2-TZVPD",
  "symbols": ["C", "C", "F", "F", "N", "O", "H", "H", "H", "H"],
  "xyz": [[0.09929, 0.74857, -0.33190], [0.94762, -0.46823, 0.18236], [1.84514, -0.72808, -0.80126], [1.75672, -0.09091, 1.35032], [0.05896, -1.93333, 0.50304], [-1.27310, -1.71025, 0.26011], [0.19568, 1.63522, 0.30975], [0.48752, 0.99226, -1.28602], [-0.94446, 0.36571, -0.36417], [0.46961, -2.31759, -0.41704]],
  "mulliken_charge": [-1.06, 0.82, -0.35, -0.36, -0.34, -0.73, 0.25, 0.29, 0.28, 0.18],
  "de_lowest_kj_mol": 16.3,
  "mol_weight_g_mol": 96.06,
  "gap_ev": 6.445,
  "smiles": "CC(F)(F)N[O-]",
  "energy_ev": -11109.1908,
  "lumo_energy_ev": 4.430,
  "charge": -1
}